[1]
Entry from OMol25: 4 unconnected molecules or ions with the total composition C26H54N3OS (ωB97M-V/def2-TZVPD).

```
85
C26H54N3OS (ωB97M-V/def2-TZVPD)
C 1.37977 -1.72772 0.82967
N 2.30783 -0.92632 1.19754
C 3.21910 -0.62365 0.06568
C 3.11506 -1.94477 -0.69361
C 1.59769 -2.23492 -0.56963
C 1.22523 -3.71563 -0.69874
C -0.28151 -3.96383 -0.55544
S -1.05221 -3.67672 -2.16855
C -2.60974 -3.13471 -1.63465
N -3.60939 -2.88387 -2.40102
N -4.61484 -2.41266 -1.55268
C -4.12811 -2.43099 -0.37150
O -2.84412 -2.88292 -0.33184
H 0.58241 -2.01804 1.51098
H 2.39864 -0.54992 2.13536
H 4.18574 -0.19615 0.31815
H 2.69453 0.14879 -0.51398
H 3.48440 -1.86127 -1.71570
H 3.64050 -2.73001 -0.13700
H 1.05418 -1.62619 -1.30816
H 1.55075 -4.03342 -1.69714
H 1.79929 -4.31593 0.01483
H -0.48360 -4.97839 -0.20635
H -0.73353 -3.27756 0.16426
H -4.61428 -2.14379 0.54881
C -2.31795 -0.82447 2.38702
C -3.64687 -0.53612 3.07933
C -3.56332 0.60174 4.09522
C -2.59483 0.36037 5.25415
C -2.87424 -0.89964 6.07261
C -4.24095 -0.89614 6.74941
H -1.55460 -1.13623 3.10469
H -2.42225 -1.61881 1.64862
H -1.95436 0.06907 1.87275
H -4.01457 -1.44699 3.55973
H -4.39293 -0.26468 2.32692
H -4.56344 0.79982 4.48633
H -3.26060 1.51581 3.57399
H -2.62933 1.22979 5.91717
H -1.56901 0.31838 4.87319
H -2.09755 -0.99521 6.83536
H -2.78361 -1.78684 5.43775
H -4.34092 -0.03780 7.41628
H -4.38690 -1.79796 7.34384
H -5.05348 -0.84950 6.02287
C -1.23367 7.02690 1.18980
C -1.21776 5.60687 0.63349
C -2.11141 4.63784 1.40652
C -1.73176 4.44750 2.87624
C -0.30121 3.96702 3.11367
C -0.00959 2.60669 2.48776
H -0.86628 7.06417 2.21638
H -0.60502 7.68930 0.59459
H -2.24638 7.43440 1.18378
H -0.18900 5.23386 0.61500
H -1.54953 5.62651 -0.40746
H -2.10916 3.66864 0.89793
H -3.14433 4.99487 1.36054
H -2.42578 3.72841 3.32358
H -1.88341 5.38313 3.41901
H -0.12938 3.90864 4.19116
H 0.41128 4.70348 2.73350
H -0.69142 1.84881 2.88245
H 1.01227 2.28762 2.70873
H -0.12320 2.62939 1.40175
C 4.94582 -1.73108 -8.15586
C 3.67548 -1.08155 -7.61661
C 3.91569 -0.18012 -6.40622
C 4.49888 -0.89215 -5.18402
C 3.66538 -2.06534 -4.67116
C 2.26494 -1.66298 -4.21837
H 5.41720 -2.38067 -7.41626
H 4.73150 -2.34079 -9.03331
H 5.67597 -0.97351 -8.44695
H 2.94455 -1.85710 -7.36906
H 3.21727 -0.48084 -8.40509
H 2.97639 0.30978 -6.13435
H 4.59882 0.62460 -6.69221
H 4.61780 -0.15853 -4.37803
H 5.50533 -1.24954 -5.41277
H 4.20131 -2.53293 -3.83739
H 3.58635 -2.83685 -5.43997
H 2.31600 -0.90512 -3.42804
H 1.70976 -2.52426 -3.83688
H 1.67823 -1.23904 -5.03237
```

The calculation puts the molar mass at 456.81 g/mol. As for the total charge: +1. For the total energy, the calculation gives -1660.4810 a.u. The calculation puts the gap between HOMO and LUMO at 7.2567 eV. As for the strongest force on any atom: 0.0168 hartree/bohr.

The computed Mulliken charges, all in e, follow:
1 C -0.646
2 N 0.084
3 C -0.578
4 C -0.421
5 C 0.627
6 C -1.221
7 C 0.046
8 S -0.112
9 C 0.437
10 N -0.382
11 N -0.389
12 C -0.052
13 O -0.249
14 H 0.545
15 H 0.315
16 H 0.443
17 H 0.291
18 H -0.150
19 H 0.388
20 H 0.355
21 H 0.308
22 H 0.477
23 H 0.464
24 H -0.217
25 H 0.489
26 C -0.191
27 C -0.790
28 C -0.615
29 C -0.401
30 C -0.590
31 C -1.267
32 H 0.345
33 H -0.117
34 H 0.198
35 H 0.310
36 H 0.495
37 H 0.424
38 H -0.039
39 H 0.560
40 H 0.138
41 H 0.424
42 H 0.233
43 H 0.306
44 H 0.394
45 H 0.291
46 C -1.225
47 C -0.449
48 C -0.613
49 C -0.513
50 C -0.613
51 C -0.743
52 H 0.284
53 H 0.387
54 H 0.302
55 H 0.217
56 H 0.384
57 H 0.270
58 H 0.441
59 H 0.066
60 H 0.390
61 H 0.381
62 H 0.299
63 H -0.003
64 H 0.378
65 H 0.339
66 C -1.211
67 C -0.377
68 C -0.739
69 C -0.761
70 C -0.435
71 C -0.852
72 H 0.279
73 H 0.381
74 H 0.305
75 H 0.236
76 H 0.397
77 H 0.306
78 H 0.412
79 H 0.324
80 H 0.354
81 H 0.292
82 H 0.413
83 H 0.124
84 H 0.144
85 H 0.470

***

[2]
Entry from OMol25: a molecular structure, C8H8NO3P in a non-equilibrium geometry (ωB97M-V/def2-TZVPD).

```
21
C8H8NO3P (ωB97M-V/def2-TZVPD)
C 3.21992 0.59402 0.19085
C 2.27335 1.27751 -0.56713
C 2.88415 -0.65126 0.71080
C 1.03897 0.72757 -0.81532
C 1.63739 -1.19173 0.48764
C 0.66904 -0.53102 -0.29362
C -1.90854 0.16438 0.39718
C -0.64177 -1.05451 -0.49522
N -1.38756 1.13420 0.95846
O -3.88630 -1.59290 -0.40893
O -3.73112 0.82005 -1.27692
O -4.42211 0.36771 1.15520
P -3.70906 -0.13253 -0.09000
H 4.19795 1.02470 0.37810
H 2.51929 2.25944 -0.96202
H 3.61521 -1.20298 1.29574
H 0.31186 1.27043 -1.39873
H 1.39021 -2.15938 0.91102
H -1.11227 -0.88250 -1.45137
H -0.87690 -2.01544 -0.06491
H -2.08171 1.77426 1.33916
```

The calculation puts the molar mass at 197.13 g/mol. As for the total charge: -2. For the total energy, the calculation gives -931.5111 a.u. The calculation puts the gap between HOMO and LUMO at 5.3185 eV. The energy above the lowest of the compared OMol25 structures with the same formula, charge and spin is 15.0 kcal/mol. As for the strongest force on any atom: 0.0619 hartree/bohr.

The computed natural (NBO) charges, all in e, follow:
1 C -0.294
2 C -0.241
3 C -0.233
4 C -0.149
5 C -0.230
6 C -0.023
7 C 0.101
8 C -0.542
9 N -0.785
10 O -1.237
11 O -1.229
12 O -1.242
13 P 2.329
14 H 0.180
15 H 0.184
16 H 0.180
17 H 0.210
18 H 0.191
19 H 0.244
20 H 0.215
21 H 0.372

***

[3]
Entry from OMol25: a molecular structure, C27H34AuCl2N2O2 in a non-equilibrium geometry (ωB97M-V/def2-TZVPD).

```
68
C27H34AuCl2N2O2 (ωB97M-V/def2-TZVPD)
Au -0.35808 -0.14932 0.02648
Cl 1.70190 -0.33016 -1.44606
N 0.18300 2.00037 -0.17447
N 0.07131 -2.39632 0.12945
C -0.63050 2.78571 -0.82844
C -0.56065 -3.12485 -0.74509
C 1.34256 2.78160 0.28727
C 0.75288 4.19020 0.24376
C 2.50006 2.71618 -0.69595
C 1.79103 2.33229 1.66257
H 2.18436 3.09058 -1.67859
H 2.83538 1.68117 -0.81435
H 3.31394 3.34840 -0.31660
H 0.95056 2.39352 2.36030
H 2.59893 2.99197 2.00227
H 2.16275 1.30332 1.61960
C 1.14958 -3.19253 0.76148
C 0.93350 -4.56260 0.12041
C 0.96441 -3.22284 2.26998
C 2.54531 -2.69210 0.44734
H 2.66922 -2.56362 -0.63187
H 3.26936 -3.43324 0.81706
H 2.74353 -1.73143 0.93151
H -0.05350 -3.55009 2.50885
H 1.14315 -2.23095 2.69958
H 1.67923 -3.93271 2.70472
O -0.10587 -4.36315 -0.88786
H 0.56508 -5.31031 0.83483
H 1.81233 -4.95681 -0.40226
O -0.35082 4.07998 -0.73674
H 1.43100 4.97048 -0.11628
H 0.30801 4.47459 1.20951
C -1.81921 2.31965 -1.61730
C -1.73145 -2.68519 -1.57544
C -1.40231 -1.43818 -2.32569
H -2.55577 -2.50830 -0.87303
H -1.99396 -3.50914 -2.24178
C -1.46416 -0.18077 -1.65099
C -1.45623 1.06499 -2.34574
H -1.95888 -0.20912 -0.39162
C -0.88421 1.04344 -3.60399
C -0.56987 -0.18439 -4.19422
C -0.51840 2.33742 -4.27918
C -0.83828 -1.41510 -3.58852
H -0.09089 -0.18193 -5.17764
C -0.43580 -2.70716 -4.24096
H -0.05911 -2.50272 -5.24501
H -1.27916 -3.40318 -4.31545
H 0.36291 -3.20521 -3.66919
H -1.36245 3.03545 -4.30730
H -0.19495 2.13150 -5.30146
H 0.31353 2.83608 -3.75503
H -2.10918 3.12588 -2.29331
H -2.62880 2.14552 -0.89624
Cl -1.93939 2.97824 2.14754
C -1.40362 1.82990 3.32160
C -1.13342 2.27677 4.61236
C -0.71032 1.36885 5.58683
C -0.55117 0.01811 5.25784
C -0.83000 -0.42906 3.97074
C -1.29712 0.46060 2.98574
C -1.73286 -0.05479 1.67637
H -1.26679 3.33200 4.84261
H -0.51370 1.71838 6.60046
H -0.21973 -0.69646 6.01276
H -0.73848 -1.48644 3.71167
H -1.94275 -1.12998 1.71060
H -2.58696 0.50696 1.28955
```

Its multiplicity is 3. The calculation puts the molar mass at 686.45 g/mol. As for the total charge: -1. For the total energy, the calculation gives -2365.2051 a.u. The calculation puts the gap between HOMO and LUMO (spin up / spin down) at 2.9313 / 6.6803 eV. As for the strongest force on any atom: 0.1203 hartree/bohr.

The computed natural (NBO) charges, all in e, follow:
1 Au 1.170
2 Cl -0.776
3 N -0.589
4 N -0.582
5 C 0.641
6 C 0.618
7 C 0.061
8 C -0.081
9 C -0.629
10 C -0.604
11 H 0.205
12 H 0.272
13 H 0.184
14 H 0.217
15 H 0.196
16 H 0.234
17 C 0.055
18 C -0.080
19 C -0.605
20 C -0.615
21 H 0.254
22 H 0.183
23 H 0.228
24 H 0.204
25 H 0.227
26 H 0.199
27 O -0.498
28 H 0.176
29 H 0.192
30 O -0.507
31 H 0.191
32 H 0.188
33 C -0.518
34 C -0.488
35 C -0.095
36 H 0.220
37 H 0.230
38 C -0.547
39 C 0.002
40 H 0.151
41 C -0.035
42 C -0.330
43 C -0.625
44 C 0.007
45 H 0.181
46 C -0.628
47 H 0.204
48 H 0.196
49 H 0.214
50 H 0.196
51 H 0.205
52 H 0.208
53 H 0.233
54 H 0.232
55 Cl -0.012
56 C -0.067
57 C -0.229
58 C -0.251
59 C -0.236
60 C -0.164
61 C -0.062
62 C -0.754
63 H 0.215
64 H 0.202
65 H 0.202
66 H 0.204
67 H 0.208
68 H 0.202

***

[4]
Entry from OMol25: 2 unconnected molecules or ions with the total composition C10H16 in a non-equilibrium geometry (ωB97M-V/def2-TZVPD).

```
26
C10H16 (ωB97M-V/def2-TZVPD)
C -0.09546 2.75975 2.07003
C 0.34160 1.36047 1.85500
C 0.81495 0.55846 2.91812
C 1.39021 -0.65904 2.61815
C 1.26808 -1.23224 1.34825
C 0.73056 -0.41929 0.37206
C 0.16898 0.83532 0.55854
H 0.21770 3.42139 1.25247
H 0.37189 3.20075 2.95901
H -1.15760 2.97855 2.17797
H 0.85845 0.91313 3.93874
H 1.91316 -1.22812 3.38030
H 1.77976 -2.12288 1.01946
H 0.50403 -0.89771 -0.58732
H -0.37889 1.34838 -0.21264
C -0.98348 -2.30186 -3.09601
C -1.57144 -1.06709 -3.77968
C -1.19595 0.24236 -3.04957
H -1.13423 -2.27717 -2.01585
H -1.04625 -3.26947 -3.59550
H 0.10883 -2.19451 -3.17239
H -1.09364 -1.05032 -4.76074
H -2.66032 -1.14210 -3.77610
H -1.33755 1.11623 -3.68316
H -1.82624 0.41291 -2.17307
H -0.14766 0.15696 -2.75373
```

As for the SMILES: Cc1ccccc1.CCC. The calculation puts the molar mass at 136.24 g/mol. As for the total charge: 0. For the total energy, the calculation gives -390.6027 a.u. The calculation puts the gap between HOMO and LUMO at 9.9772 eV. The energy above the lowest of the compared OMol25 structures with the same formula, charge and spin is 20.8 kcal/mol. As for the strongest force on any atom: 0.0560 hartree/bohr.

The computed natural (NBO) charges, all in e, follow:
1 C -0.644
2 C 0.013
3 C -0.235
4 C -0.186
5 C -0.241
6 C -0.191
7 C -0.231
8 H 0.218
9 H 0.214
10 H 0.223
11 H 0.215
12 H 0.208
13 H 0.218
14 H 0.200
15 H 0.220
16 C -0.618
17 C -0.396
18 C -0.609
19 H 0.205
20 H 0.219
21 H 0.194
22 H 0.198
23 H 0.197
24 H 0.211
25 H 0.201
26 H 0.200

***

[5]
Entry from OMol25: a molecular structure, C35H41Cl2N2OP3Re in a non-equilibrium geometry (ωB97M-V/def2-TZVPD).

```
85
C35H41Cl2N2OP3Re (ωB97M-V/def2-TZVPD)
P -1.59271 -3.15934 2.05017
C -2.09190 -2.24286 3.46221
C -3.42312 -2.45506 3.90387
H -4.12935 -2.94553 3.23598
C -3.78156 -2.09029 5.19350
H -4.78831 -2.29131 5.55487
C -2.83151 -1.49017 6.03331
H -3.09502 -1.26368 7.06865
C -1.54916 -1.18402 5.55872
H -0.83604 -0.67312 6.20780
C -1.16849 -1.54278 4.26976
H -0.17770 -1.31139 3.87730
C -2.18572 -2.57623 0.48724
C -3.10847 -1.50667 0.38549
H -3.26809 -0.84135 1.23729
C -3.80518 -1.32026 -0.80047
H -4.55023 -0.52847 -0.87875
C -3.56464 -2.15831 -1.89503
H -4.14728 -2.03624 -2.80690
C -2.57785 -3.14542 -1.83237
H -2.37943 -3.78251 -2.69547
C -1.85613 -3.33317 -0.66697
H -1.05769 -4.07744 -0.61351
C 0.05993 -3.78306 2.02987
C 0.21648 -5.15536 2.34964
H -0.64915 -5.69730 2.72887
C 1.43917 -5.77161 2.12873
H 1.55874 -6.83169 2.34746
C 2.51357 -5.03047 1.61015
H 3.46277 -5.52886 1.41081
C 2.37112 -3.66177 1.35181
H 3.22396 -3.08554 0.98035
C 1.15198 -3.01874 1.55984
H 1.03259 -1.94315 1.40840
Re 0.93485 2.68151 -0.01650
C 0.84230 2.15214 -2.06685
C 0.47396 0.91655 -2.46381
H 1.06285 2.93186 -2.80811
C 0.20251 -0.08363 -1.35226
O 1.27078 -1.06237 -1.38128
H 1.18988 -1.67419 -0.62678
C 0.26973 0.73382 -0.13217
H -0.78588 -0.55061 -1.48140
C 0.85351 1.07628 0.99461
Cl 1.38379 4.91694 -1.01309
Cl 1.05624 3.75066 2.12057
P -1.26440 3.37922 -0.06773
C -1.65406 5.03344 0.61326
H -1.16847 5.79870 -0.00039
H -1.27650 5.10694 1.63762
H -2.74137 5.17765 0.59286
C -2.12722 3.46948 -1.67483
H -2.28054 2.46261 -2.08025
H -1.52480 4.05364 -2.37817
H -3.10021 3.96019 -1.54041
C -2.36510 2.29312 0.89710
H -1.82868 1.87937 1.75650
H -2.70906 1.46976 0.26323
H -3.22301 2.87617 1.25102
P 0.33314 0.44924 -4.21783
C 0.49363 1.87311 -5.28350
C -1.28497 -0.30404 -4.38621
H 1.45759 2.36664 -5.09931
H -0.32723 2.57998 -5.09812
H 0.44851 1.53289 -6.32913
H -1.40909 -1.11148 -3.65389
H -1.38732 -0.71620 -5.39909
H -2.06067 0.45695 -4.22305
C 1.61322 -0.75474 -4.55409
H 2.57570 -0.23691 -4.65534
H 1.37561 -1.28172 -5.48754
H 1.67005 -1.46045 -3.71535
H 1.09609 0.65766 1.95232
N 6.73044 4.90877 2.37385
C 6.09847 4.17589 1.71478
C 5.33571 3.25123 0.90290
C 5.95260 2.11668 0.36173
C 5.17463 1.23684 -0.37550
C 3.80690 1.49341 -0.51172
N 3.20636 2.55481 0.05266
C 3.97021 3.46346 0.69431
H 7.01905 1.94862 0.52412
H 5.58299 0.34033 -0.83399
H 3.17132 0.81772 -1.09623
H 3.45039 4.35520 1.05784
```

Its multiplicity is 4. The calculation puts the molar mass at 855.76 g/mol. As for the total charge: +2. For the total energy, the calculation gives -3565.2209 a.u. The calculation puts the gap between HOMO and LUMO (spin up / spin down) at 7.1234 / 5.6024 eV. The energy above the lowest of the compared OMol25 structures with the same formula, charge and spin is 54.3 kcal/mol. As for the strongest force on any atom: 0.0996 hartree/bohr.

The computed Mulliken charges, all in e, follow:
1 P 0.009
2 C 0.760
3 C -0.092
4 H 0.443
5 C -0.699
6 H 0.415
7 C -0.429
8 H 0.409
9 C -0.642
10 H 0.422
11 C -0.399
12 H 0.306
13 C 0.736
14 C -0.493
15 H 0.540
16 C -0.699
17 H 0.478
18 C -0.442
19 H 0.486
20 C -0.840
21 H 0.463
22 C -0.501
23 H 0.407
24 C 0.120
25 C -0.337
26 H 0.465
27 C -0.677
28 H 0.421
29 C -0.543
30 H 0.411
31 C -0.745
32 H 0.483
33 C -0.045
34 H 0.768
35 Re 1.170
36 C -2.355
37 C 1.025
38 H 0.395
39 C 2.322
40 O -0.578
41 H 0.202
42 C -0.266
43 H -1.132
44 C -0.936
45 Cl -0.422
46 Cl -0.441
47 P 0.860
48 C -1.268
49 H 0.368
50 H 0.370
51 H 0.500
52 C -1.180
53 H 0.111
54 H 0.332
55 H 0.514
56 C -1.256
57 H 0.404
58 H 0.017
59 H 0.581
60 P 1.514
61 C -1.281
62 C -1.112
63 H 0.455
64 H 0.387
65 H 0.415
66 H 0.095
67 H 0.524
68 H 0.392
69 C -1.317
70 H 0.419
71 H 0.484
72 H 0.307
73 H 0.526
74 N -0.415
75 C -0.167
76 C 0.027
77 C -0.208
78 C -0.928
79 C 0.071
80 N -0.117
81 C -0.088
82 H 0.510
83 H 0.460
84 H 0.221
85 H 0.527